Below is a molecular structure, C56H62ClMnN4P, with properties calculated with ωB97M-V with the def2-TZVPD basis set.

The geometry in XYZ format:
```
125
Properties=species:S:1:pos:R:3:forces:R:3
Mn 0.194450 0.702825 -0.565419 -1.09 0.98 0.63
C -4.823832 -1.694832 -1.882382 -0.03 -0.03 0.00
C -3.588290 -0.966117 -1.358849 0.03 -0.02 0.03
C -2.609118 -0.745961 -2.508494 -0.06 0.08 -0.09
C -3.930151 0.310304 -0.594982 -0.03 0.00 0.02
C -5.153089 0.943041 -0.785411 -0.02 0.03 -0.03
C -5.563944 1.981317 0.037645 -0.01 -0.03 -0.01
C -4.780700 2.355469 1.111352 0.02 0.01 0.02
C -3.541564 1.761905 1.349547 -0.01 0.06 -0.02
C -2.808789 2.130597 2.635372 0.06 0.00 -0.04
C -3.585910 1.650221 3.867597 -0.05 0.03 0.01
C -2.564635 3.636149 2.774298 0.02 0.01 0.02
C -3.100536 0.795293 0.433506 0.05 -0.04 -0.05
N -1.791244 0.204909 0.589042 0.16 -0.12 -0.27
C -1.716390 -0.753192 1.425029 0.06 -0.03 0.06
C -0.383813 -1.410694 1.662179 -0.12 0.07 0.09
N 0.592008 -1.124205 0.897317 0.37 0.04 -0.27
C 1.700955 -2.053624 0.963206 -0.05 0.01 -0.08
C 2.886241 -1.671036 1.600178 0.08 -0.05 0.00
C 3.945285 -2.574327 1.610947 -0.02 0.01 0.03
C 3.831389 -3.827292 1.036780 -0.02 -0.01 -0.01
C 2.636577 -4.198357 0.448574 0.01 0.00 0.06
C 1.542781 -3.337870 0.393726 0.00 0.01 0.03
C 0.265212 -3.888471 -0.248680 -0.02 0.02 0.03
C 0.491080 -4.430139 -1.666241 -0.04 -0.01 -0.04
C -0.336105 -5.043323 0.568149 0.03 0.02 -0.01
C 3.114092 -0.335836 2.292905 0.01 -0.04 0.00
C 3.439629 0.740676 1.266942 -0.09 -0.17 0.22
C 2.024737 0.136258 3.258718 -0.01 0.01 0.03
C -0.558205 -2.340600 2.786473 0.03 -0.03 -0.10
C 0.285934 -3.106491 3.550307 -0.02 -0.10 -0.04
C -0.269632 -3.886704 4.590947 0.01 0.01 -0.03
C -1.620721 -3.920168 4.836328 -0.01 0.00 0.00
C -2.512554 -3.130777 4.067384 0.00 -0.01 0.02
C -3.922794 -3.065568 4.197084 0.00 -0.01 0.00
C -4.663143 -2.246628 3.380118 0.03 0.01 -0.03
C -4.061982 -1.411868 2.408656 -0.06 -0.04 0.01
C -2.696382 -1.447190 2.271813 0.06 0.06 -0.07
C -1.941522 -2.333626 3.076731 -0.03 -0.02 0.03
H -4.530694 -2.661962 -2.291425 0.00 0.00 0.00
H -5.311797 -1.140564 -2.685659 0.01 -0.01 0.00
H -5.557564 -1.871454 -1.095595 0.00 0.01 0.01
H -3.109102 -1.641508 -0.641463 0.03 0.02 -0.01
H -3.065169 -0.136520 -3.294571 0.01 0.01 0.04
H -2.316627 -1.697358 -2.956455 -0.01 0.00 0.00
H -1.701996 -0.247205 -2.171296 0.01 0.08 0.03
H -5.818014 0.598229 -1.564593 0.00 0.00 0.00
H -6.520728 2.457364 -0.129327 0.00 0.01 0.00
H -5.146489 3.109599 1.796694 0.00 0.00 -0.01
H -1.844525 1.613285 2.655318 0.03 0.01 -0.01
H -4.541032 2.173338 3.940224 0.00 -0.01 0.00
H -3.020280 1.866549 4.774783 0.00 0.01 0.00
H -3.787730 0.582094 3.838473 0.02 0.03 0.03
H -3.507713 4.175050 2.867759 0.00 0.00 0.00
H -2.034374 4.065589 1.926038 0.04 0.02 -0.02
H -1.986968 3.842554 3.676339 0.00 -0.01 0.00
H 4.868163 -2.289949 2.102374 0.00 -0.01 0.00
H 4.663413 -4.518280 1.065747 0.00 0.00 0.01
H 2.543114 -5.191836 0.027884 0.01 0.01 0.01
H -0.477283 -3.089186 -0.313453 0.00 0.03 0.02
H 1.200466 -5.258967 -1.660715 0.00 0.00 -0.01
H 0.848487 -3.682334 -2.369159 -0.13 -0.07 0.02
H -0.448486 -4.822156 -2.058429 0.00 0.00 0.01
H 0.324732 -5.911770 0.536193 0.00 0.01 0.02
H -1.289645 -5.344535 0.131604 0.01 0.00 0.00
H -0.505396 -4.794448 1.610672 0.00 0.09 0.12
H 4.009925 -0.481962 2.900898 0.01 0.00 -0.02
H 2.601598 0.868185 0.572276 0.08 -0.04 0.04
H 4.309922 0.467520 0.667652 -0.01 -0.08 0.08
H 3.637892 1.700184 1.752339 -0.02 -0.04 0.05
H 1.154276 0.539195 2.737693 0.01 -0.03 0.02
H 2.425451 0.927251 3.894363 0.00 0.01 0.00
H 1.679963 -0.665995 3.911345 0.01 0.01 0.00
H 1.349723 -3.150418 3.359036 0.00 0.00 0.00
H 0.392663 -4.492100 5.194653 0.00 0.00 0.00
H -2.010113 -4.551029 5.625659 0.00 0.00 0.00
H -4.418999 -3.672581 4.944126 0.00 0.00 0.00
H -5.738625 -2.222038 3.491005 0.00 0.00 -0.01
H -4.682394 -0.756449 1.812457 0.00 -0.01 0.00
N 0.361389 2.279038 0.797953 -0.01 -0.18 0.15
C 0.121649 3.594942 0.164582 -0.02 -0.05 0.00
C -1.149932 3.478871 -0.643299 -0.02 0.03 0.02
N -1.045981 2.302522 -1.536050 0.42 -0.29 -0.06
H -0.349339 2.122293 1.508239 -0.01 0.04 0.08
H 1.250254 2.278369 1.292699 0.01 0.05 -0.07
H 0.968652 3.823678 -0.477069 0.02 0.01 0.01
H 0.053499 4.393837 0.904021 -0.08 -0.01 0.04
H -1.341116 4.397159 -1.201290 0.02 -0.02 -0.02
H -1.999763 3.314827 0.014921 -0.04 -0.02 0.00
H -0.611284 2.584847 -2.409659 -0.08 0.04 -0.02
H -1.981407 1.990588 -1.784901 -0.04 -0.10 0.06
Cl 0.705941 -1.120893 -2.076474 0.24 -0.31 -0.35
C 2.491576 -1.074009 -2.133018 -0.16 -0.06 0.01
C 3.178413 -2.262215 -2.246279 0.11 0.02 -0.01
C 4.564681 -2.199763 -2.319281 -0.02 0.00 0.00
C 5.217544 -0.976156 -2.302245 0.00 0.02 0.00
C 4.492849 0.204150 -2.209109 0.03 -0.01 -0.01
C 3.106857 0.167280 -2.109032 0.00 -0.01 -0.11
P 1.959996 1.568394 -2.045499 0.09 -0.29 -0.02
C 1.511716 1.708493 -3.813293 0.02 0.00 -0.02
C 2.500220 2.105370 -4.718835 0.00 0.00 0.00
C 2.234561 2.144126 -6.075747 0.00 0.00 0.00
C 0.979440 1.783044 -6.551092 0.00 0.00 -0.01
C -0.003162 1.372625 -5.665797 -0.02 0.00 0.00
C 0.263603 1.329640 -4.303387 0.04 0.02 0.00
C 2.931756 3.066865 -1.727384 -0.01 0.03 0.04
C 3.888780 3.092630 -0.712640 0.07 0.02 -0.06
C 4.535772 4.275592 -0.387126 -0.01 0.02 -0.02
C 4.226371 5.447934 -1.061877 0.00 0.01 0.02
C 3.271464 5.433768 -2.068614 -0.01 -0.01 0.00
C 2.625981 4.251876 -2.400776 -0.01 0.01 0.00
H 2.661894 -3.209124 -2.265789 0.13 0.08 -0.02
H 5.131739 -3.117509 -2.397443 0.00 0.00 0.00
H 6.296088 -0.938538 -2.373483 0.00 0.00 0.00
H 5.008122 1.156027 -2.216868 0.00 0.01 0.00
H 3.484400 2.386032 -4.363523 0.00 0.00 0.01
H 3.007815 2.453687 -6.765857 0.00 0.00 0.00
H 0.774671 1.814640 -7.612764 -0.01 0.00 0.00
H -0.976288 1.074521 -6.032906 0.00 0.00 0.00
H -0.504246 0.965999 -3.635247 -0.02 -0.04 0.01
H 4.147129 2.187893 -0.182121 0.03 0.28 -0.25
H 5.287812 4.279706 0.390813 0.01 0.00 0.00
H 4.733807 6.369165 -0.809156 0.00 0.00 0.00
H 3.032655 6.343558 -2.602944 0.00 0.00 0.00
H 1.890050 4.256768 -3.195212 0.00 0.00 0.00
```
Positions in Å, forces in eV/Å.

Calculated values
Net charge ... +2
Calculated total energy ... -4342.3043 hartree
Spin multiplicity ... 2
Highest occupied orbital energy (alpha / beta) ... -13.08 / -13.09 eV
Expectation value of S² ... 0.88
Max |F| ... 1.59 eV/Å
Orbital gap (alpha / beta) ... 7.41 / 7.45 eV


Below is a gas-phase ion, C4H2NO3S (charge -1), with properties calculated with ωB97M-V with the def2-TZVPD basis set.

The geometry in XYZ format:
```
11
Properties=species:S:1:pos:R:3:forces:R:3
C -1.300016 0.309738 -0.003908 0.99 0.37 -0.01
C -1.540903 -1.040741 0.023157 -0.73 -0.69 0.10
C 1.051439 0.466917 0.211319 3.48 -1.15 0.64
C 2.184187 -0.257240 -0.055248 -1.02 -0.80 0.00
N -0.123715 1.024758 0.010836 -3.91 -1.19 -0.55
O 2.378358 1.099380 0.074233 -0.54 0.93 0.12
O -0.219575 2.296224 -0.044541 0.40 2.78 -0.10
O 2.848746 -1.219948 -0.226343 0.65 -0.40 -0.17
S -0.532320 -2.373304 0.064176 0.54 -0.27 0.02
H -2.143111 0.984335 -0.073338 0.13 0.11 0.03
H -2.603088 -1.290117 0.019658 0.00 0.32 -0.07
```
Positions in Å, forces in eV/Å.

Calculated values
Net charge ... -1
Calculated total energy ... -832.1234 hartree
Energy above the lowest of the compared OMol25 structures with the same formula, charge and spin ... 185.3 kJ/mol
Spin multiplicity ... 3
Highest occupied orbital energy (alpha / beta) ... -2.01 / -3.82 eV
Expectation value of S² ... 2.02
Max |F| ... 4.12 eV/Å
Orbital gap (alpha / beta) ... 5.71 / 5.52 eV


Below is C4H7NO in the gas phase, with properties calculated with ωB97M-V with the def2-TZVPD basis set.

The geometry in XYZ format:
```
13
Properties=species:S:1:pos:R:3:forces:R:3
C -1.544228 -0.640634 -0.923641 -0.02 -0.03 0.00
C -0.573005 -0.601185 0.235960 -0.09 0.01 0.32
O -0.951127 -0.795838 1.374127 0.05 0.13 -0.36
C 0.868624 -0.223410 -0.001747 -0.04 -0.18 -0.08
C 1.179504 1.207195 0.266611 -0.03 0.27 -0.09
N 1.641096 0.160352 1.162735 0.00 -0.10 0.21
H -1.439951 0.239626 -1.568103 0.09 -0.14 0.14
H -2.555706 -0.678189 -0.512728 0.15 -0.03 -0.10
H -1.384077 -1.525873 -1.547680 0.08 0.08 0.09
H 1.439031 -0.785449 -0.738020 -0.29 0.18 -0.16
H 0.349419 1.834159 0.591449 0.12 -0.09 -0.05
H 1.943579 1.722512 -0.312024 -0.11 -0.15 0.11
H 1.026840 0.086736 1.973060 0.09 0.05 -0.03
```
Positions in Å, forces in eV/Å.

Calculated values
Net charge ... 0
Calculated total energy ... -286.5673 hartree
SMILES ... CC(=O)[C@H]1CN1
Energy above the lowest of the compared OMol25 structures with the same formula, charge and spin ... 168.9 kJ/mol
Spin multiplicity ... 1
Highest occupied orbital energy ... -9.91 eV
Max |F| ... 0.39 eV/Å
Orbital gap ... 10.89 eV